{"formula": "C3H10NO2Si", "method": "the ωB97M-V functional and the def2-TZVPD basis", "species": ["N", "H", "H", "H", "O", "H", "H", "H", "H", "Si", "C", "H", "C", "C", "H", "O", "H"], "xyz": [[1.13684, 0.18461, -1.27488], [0.39582, -0.59045, -0.92838], [2.59412, 1.97928, 1.31991], [-2.63922, 0.12036, -0.85793], [-0.91083, -1.62767, -0.62300], [-3.42877, -2.23381, -1.00641], [-0.84107, -2.44475, -1.10041], [0.43147, 2.34478, 2.03275], [1.29492, 0.11519, -2.26473], [-2.50280, -1.28715, -0.15667], [0.51550, 1.93339, 1.08535], [-2.98078, -1.51927, 1.18730], [1.93038, 0.84097, -0.53254], [1.78037, 1.22379, 0.90267], [2.67042, 1.61182, -1.09878], [-0.45700, 1.92595, 0.38728], [1.74584, 0.37214, 1.47459]], "e_lumo_ha": -0.173, "largest_force_ev_per_a": 5.01, "total_charge": 1, "e_tot_ha": -614.7323}